No. 1
Formula: C6H10ClN
Source: the Open Molecules 2025 dataset
Level of theory: wB97M-V/def2-TZVPD

```
18
Properties=species:S:1:pos:R:3:forces:R:3
Cl 3.4691 -0.5674 -0.5379 -0.143 0.486 0.141
N -0.0416 0.8821 0.4486 -1.444 -0.234 -2.241
C 2.0906 0.0260 0.3982 0.483 1.258 -1.406
C 1.7953 -0.5915 1.5178 0.223 -1.512 0.955
C -0.9319 -0.3748 -1.6059 0.386 -1.210 4.165
C -0.9639 0.1819 -0.1166 0.805 1.075 -0.425
C -2.1780 -0.1115 0.7184 -0.865 -0.429 -2.404
C 1.2316 1.1534 -0.2710 -0.301 -1.329 -0.366
H -0.2386 -1.2190 -1.7249 -0.089 0.391 0.050
H -2.1700 -1.1705 0.8166 -0.209 -1.054 0.778
H -1.9135 -0.6812 -1.7891 -1.459 -0.647 -0.634
H -2.3141 0.4346 1.5813 0.914 0.833 2.381
H 0.8416 -0.3981 2.0254 0.838 0.079 -0.026
H 2.4644 -1.4238 1.8672 -0.860 0.979 -0.316
H 1.3828 2.2010 0.0036 1.036 -0.322 0.116
H 1.3480 1.1203 -1.4572 -0.702 -0.376 2.400
H -3.1751 0.1101 0.3027 0.495 -0.152 -1.050
H -0.6967 0.4284 -2.1771 0.890 2.164 -2.119
```
Positions in Å, forces in eV/Å.

Kohn-Sham gap in eV: 10.2
Structure (SMILES): C=C(Cl)CN=C(C)C
ΔE to the lowest compared entry with this formula, charge and spin in eV: 1.9248
E_LUMO in eV: 0.9055
Multiplicity: 1



No. 2
Formula: C25H34N4O6S
Source: the Open Molecules 2025 dataset
Level of theory: wB97M-V/def2-TZVPD

```
70
Properties=species:S:1:pos:R:3:forces:R:3
S 4.6130 0.0533 2.0672 0.146 -0.013 -0.136
O 5.5569 0.8601 2.7849 -0.049 0.213 -0.267
O -0.2616 -0.3047 -0.0485 0.031 -0.035 0.029
O -2.5597 1.8737 -2.3903 -0.037 0.213 -0.267
O -6.0798 -0.8941 2.6856 -0.064 -0.247 0.320
O -7.1938 -1.0996 0.7316 0.088 0.120 -0.197
O 3.9456 -1.0104 2.7525 -0.241 -0.061 -0.250
N 0.5800 3.6864 -0.3896 -0.221 -0.039 -0.095
N -5.4268 0.2797 0.8631 -0.015 0.062 -0.140
N 5.3998 -0.5908 0.7592 -0.361 0.348 1.090
N -3.0527 0.6062 -0.5919 -0.153 -0.115 -0.034
C 4.0579 -1.1677 -1.2767 -0.197 -0.066 0.230
C 0.8582 5.0898 -0.5894 0.148 0.388 -0.014
C -2.2686 1.4623 -1.2769 0.173 0.054 0.058
C -4.2547 0.8199 1.5113 0.271 -0.157 0.236
C -6.2151 -0.6048 1.5198 -0.095 0.121 0.006
C -4.2227 0.0454 -1.2335 -0.319 0.184 -0.312
C -0.6046 3.1747 -0.7890 -0.260 -0.321 0.019
C 4.7118 -1.6365 0.0260 -0.151 -0.395 -0.331
C 1.5137 2.8603 0.1943 0.284 -0.550 0.243
C -9.1954 -2.3535 0.3947 0.409 0.216 0.135
C 1.2201 1.4918 0.3572 0.272 0.049 0.105
C -0.0492 0.8971 -0.1049 -0.034 0.255 -0.076
C 2.7562 3.3465 0.6310 -0.006 0.050 -0.037
C 3.6744 2.4964 1.2057 -0.007 0.143 -0.025
C -5.4959 0.5566 -0.5533 0.043 -0.172 -0.342
C 5.6457 -2.8152 -0.2639 -0.282 -0.026 0.274
C -8.0944 -2.0001 1.3768 -0.275 -0.297 0.310
C 6.2986 0.2991 0.0721 0.214 0.389 -0.083
C -2.9779 0.3188 0.8199 -0.091 0.120 0.425
C 2.1610 0.6553 0.9615 -0.132 0.058 0.015
C 4.8446 -3.9649 -0.8690 0.223 0.090 -0.271
C -0.9791 1.8787 -0.6433 0.052 -0.087 -0.009
C 4.1429 -3.5171 -2.1482 -0.231 -0.106 0.194
C 3.2461 -2.3125 -1.8779 0.230 0.076 -0.240
C 3.3715 1.1524 1.3742 0.403 -0.435 0.300
H 3.5475 -4.3384 -2.5513 0.038 -0.014 -0.084
H 4.6298 2.8557 1.5533 0.085 0.152 0.023
H 2.4512 -2.5929 -1.1846 -0.114 -0.008 0.019
H 1.7365 5.2210 -1.2242 -0.024 0.021 0.027
H 1.9100 -0.3843 1.1049 -0.093 -0.126 -0.030
H 3.0061 4.3887 0.5226 0.013 0.103 -0.014
H -2.8761 -0.7619 0.9607 0.042 0.070 0.042
H 6.1232 -3.1285 0.6649 0.064 0.031 0.018
H -4.2955 1.9145 1.4565 0.043 -0.036 0.026
H -2.1143 0.8091 1.2645 -0.064 -0.074 -0.027
H 4.8317 -0.8641 -1.9859 0.044 0.079 -0.045
H -8.7724 -2.8216 -0.4901 -0.019 -0.081 -0.104
H 2.7758 -1.9820 -2.8063 -0.083 -0.005 0.046
H 4.8922 -3.2491 -2.8972 0.034 -0.016 -0.079
H -6.3764 0.0754 -0.9741 0.090 0.111 -0.007
H 7.0551 -0.2778 -0.4578 -0.006 -0.008 -0.013
H -9.7294 -1.4568 0.0918 -0.104 0.054 -0.043
H 4.0996 -4.3017 -0.1457 -0.031 -0.081 0.061
H 3.9365 -1.9834 0.7149 -0.015 -0.169 -0.204
H 5.7823 0.9572 -0.6374 0.055 -0.024 -0.042
H 6.4259 -2.5062 -0.9628 0.096 0.035 -0.033
H -7.5408 -2.8919 1.6917 -0.084 0.152 0.000
H 0.0068 5.5580 -1.0780 0.031 -0.062 0.032
H -4.1746 -1.0458 -1.1540 -0.030 0.021 0.001
H -4.2030 0.3409 -2.2835 -0.024 -0.100 0.132
H -9.8928 -3.0420 0.8625 -0.084 -0.075 0.029
H 6.7835 0.9047 0.8343 0.179 0.051 -0.201
H -5.5730 1.6412 -0.6945 -0.008 -0.063 -0.058
H 5.5086 -4.8046 -1.0837 -0.040 -0.052 0.074
H 1.0301 5.5889 0.3664 0.004 0.010 -0.048
H -8.4979 -1.5180 2.2740 0.088 -0.108 -0.123
H -1.2895 3.8659 -1.2612 0.040 0.048 -0.057
H -4.2716 0.5059 2.5556 0.033 0.102 -0.109
H 3.4094 -0.3091 -1.0887 0.078 0.036 -0.071
```
Positions in Å, forces in eV/Å.

Kohn-Sham gap in eV: 8.6
Structure (SMILES): CCOC(=O)N1CCN(C(=O)c2cn(C)c3ccc(S(=O)(=O)N(C)C4CCCCC4)cc3c2=O)CC1
ΔE to the lowest compared entry with this formula, charge and spin in eV: 0.0000
E_LUMO in eV: -0.1349
Multiplicity: 1



No. 3
Formula: C4H11N3O2
Source: the Open Molecules 2025 dataset
Level of theory: wB97M-V/def2-TZVPD

```
20
Properties=species:S:1:pos:R:3:forces:R:3
O -1.9760 -0.2789 -0.9178 2.151 1.768 0.932
O -1.7826 1.2833 0.6465 -0.779 1.167 0.356
N 2.6504 -0.7786 -0.0042 -1.695 -0.708 0.148
N 0.5138 -0.0848 0.8111 -0.951 -0.913 -1.605
N 2.5040 0.4711 1.9293 0.711 0.542 0.847
C 1.7521 -0.1169 0.9533 1.277 0.341 -0.373
C -3.7864 1.2618 -0.8222 0.360 0.357 0.470
C -2.4325 0.8295 -0.2551 -0.673 -1.210 -1.361
C 1.9387 -1.8137 -0.8360 1.661 1.056 -1.164
H 3.0132 -0.0935 -0.6734 -0.112 -0.086 0.548
H -3.7745 2.2244 -1.3474 0.555 -0.127 0.177
H -0.2356 0.4627 1.2210 0.863 0.019 0.876
H 2.1578 0.6295 2.8586 -0.574 0.170 -0.215
H 2.7725 -2.1216 -1.5225 -0.830 -0.501 0.673
H -4.0878 0.5185 -1.5578 -0.314 -0.040 0.362
H -0.9820 -0.1833 -0.6180 -1.493 -1.355 -0.484
H 1.2314 -1.3349 -1.5339 -0.316 -0.355 0.589
H -4.4814 1.4254 0.0091 -0.029 -0.407 -0.245
H 1.5000 -2.6562 -0.2748 0.351 0.662 -0.182
H 3.5048 0.3561 1.9342 -0.162 -0.380 -0.350
```
Positions in Å, forces in eV/Å.

Kohn-Sham gap in eV: 10.0
Structure (SMILES): [H]/N=C(\N)NC.CC(=O)O
ΔE to the lowest compared entry with this formula, charge and spin in eV: 1.3773
E_LUMO in eV: 0.9170
Multiplicity: 1



> Among the records above, which one has the lowest E_LUMO?

C25H34N4O6S